Computed, not measured: the ion C25H40N with charge +1 at a distorted geometry, with ωB97M-V/def2-TZVPD.

Structure (ORCA input):
```
! wB97M-V def2-TZVPD RIJCOSX def2/J DEFGRID3
* xyz 1 1
H 1.2991 7.2063 -4.4160
C 1.1679 7.2526 -3.3382
H -4.7695 -0.0494 6.2177
C 0.3458 -0.8985 -2.7316
H 0.3695 -1.7466 4.2851
H 2.1075 -1.9726 -2.1254
C 1.1052 4.3149 -4.5094
H -3.4731 -4.3563 1.2308
C 1.7807 2.9595 -4.7182
H -5.4753 -1.1589 4.1263
C 1.9208 -1.5593 2.0586
H 2.1504 7.2506 -2.8710
H -0.0351 1.8064 -4.7388
C -2.0292 -1.9675 5.6937
C -1.9879 -4.1160 2.7440
H 3.0298 -0.7874 0.4038
H 1.6783 5.0700 -5.0498
C 1.0921 -1.3054 -0.3494
H 0.5572 -0.4145 -0.0099
H 0.6766 8.1926 -3.0987
C 0.7452 -0.7688 -4.2026
H 1.2816 -1.6731 -4.5001
C -2.4033 -2.6146 4.5034
H 0.1477 6.2163 -1.7680
H 2.0183 4.7565 -2.6112
C -4.1248 -0.7626 5.7295
H 0.0612 -4.7719 3.9521
C 1.5358 -1.1018 -1.7967
H 1.9819 2.8317 -5.7848
H -1.0786 -2.1650 6.1588
H -0.2947 -3.9198 5.4543
H 0.3971 -2.1479 -0.3096
H -2.5727 -0.5787 7.2030
C 0.9367 1.7798 -4.2398
H 2.7400 -2.5209 0.3138
H -0.1667 -0.7156 -4.8023
H 1.8614 0.4018 -5.5966
H 1.3820 -3.6384 2.1139
H 1.6738 -2.9207 4.4578
H 0.7656 1.8737 -3.1667
C -3.2108 -3.8501 2.1450
C -0.2636 -3.8169 4.3691
C -2.8755 -1.0644 6.2885
C 1.0138 4.7241 -3.0402
C -3.6751 -2.3101 3.9310
C 1.6166 0.4443 -4.5326
C 0.9613 -2.6859 2.4431
H 2.8379 -1.6628 2.6420
C -4.0596 -2.9444 2.7359
H -5.0176 -2.7113 2.2975
H 2.1941 -0.2340 -1.8441
C 2.2821 -1.5642 0.5732
H 2.5583 0.3874 -3.9840
H -0.6327 6.0767 -3.3426
C 0.3354 6.0789 -2.8363
H 2.7428 2.9514 -4.2002
H -0.2126 -0.0133 -2.4219
H 0.4437 3.9685 -2.4945
H 1.4699 -0.5985 2.3168
H 0.1017 4.2886 -4.9410
H 0.0120 -2.5337 1.9241
C 0.7285 -2.7219 3.9516
N -1.5988 -3.5295 3.8708
C -4.5170 -1.3755 4.5720
H -0.3267 -1.7561 -2.6366
H -1.3066 -4.8276 2.3014
*
```

Its strongest force on any atom is 1.17 eV Å⁻¹. As for the total energy: -28059.38678 eV. Its SMILES is CCCCCCCCCCCCCCCC[n+]1cccc2ccccc21. Its HOMO energy is -12.09 eV. The value obtained for the HOMO-LUMO gap is 7.55 eV. The energy above the lowest of the compared OMol25 structures with the same formula, charge and spin is 3.4 kcal/mol.

***

Computed, not measured: an isolated molecule of C6H12N2, with ωB97M-V/def2-TZVPD.

Structure (ORCA input):
```
! wB97M-V def2-TZVPD RIJCOSX def2/J DEFGRID3
* xyz 0 1
N -1.0985 -1.1082 2.3159
H -1.3125 -2.0460 2.0137
N -0.5766 1.8022 -0.5138
C 0.1504 -0.7293 0.2509
C -1.5423 -0.0756 -1.6767
H -1.0346 -0.7602 -2.3580
H -0.0480 0.6334 1.9397
C -0.5812 0.5389 -0.6906
H -0.2790 -1.6875 -0.0464
H 3.2642 0.4437 -0.6248
H 2.0100 1.6701 -0.4421
H -2.3230 -0.6321 -1.1484
H 0.0743 2.1396 0.1902
H -2.0172 0.7177 -2.2524
H 2.4505 0.6586 0.9333
H -1.8407 -0.6478 2.8261
C -0.2544 -0.3541 1.5501
H 1.3628 -0.8364 -1.5415
C 1.2981 -0.3666 -0.5698
C 2.2977 0.6398 -0.1554
*
```

Its strongest force on any atom is 0.69 eV Å⁻¹. As for the total energy: -9392.60995 eV. Its HOMO energy (spin up / spin down) is -6.22 / -5.99 eV. The value obtained for the HOMO-LUMO gap (spin up / spin down) is 7.04 / 6.70 eV. The energy above the lowest of the compared OMol25 structures with the same formula, charge and spin is 97.8 kcal/mol.

***

Computed, not measured: the ion C4H9FN with charge +1 at a distorted geometry, with ωB97M-V/def2-TZVPD.

Structure (ORCA input):
```
! wB97M-V def2-TZVPD RIJCOSX def2/J DEFGRID3
* xyz 1 1
H 1.4221 1.9046 0.0263
C -0.3254 -1.6952 1.3118
F -0.9921 -1.5620 -1.0191
H 1.2375 0.8018 1.4261
N 0.0235 0.3969 -0.3082
H -0.4478 -0.0131 -2.3510
H -0.6759 1.7783 -1.6652
C 0.7305 1.2358 0.5715
H 0.6452 -1.8972 1.7881
C -0.1631 0.8364 -1.7378
C -0.3754 -1.1403 0.0251
H -0.9656 -1.1772 2.0778
H 0.8668 1.1910 -2.2157
H -0.1087 1.9797 0.7961
H -0.8716 -2.6396 1.2743
*
```

Its strongest force on any atom is 10.89 eV Å⁻¹. As for the total energy: -8491.58164 eV. Its SMILES is CC(F)=[N+](C)C. Its HOMO energy (spin up / spin down) is -14.58 / -14.58 eV. The value obtained for the HOMO-LUMO gap (spin up / spin down) is 8.90 / 8.90 eV. The energy above the lowest of the compared OMol25 structures with the same formula, charge and spin is 73.2 kcal/mol.

***

Which of these has the highest strongest force on any atom? C4H9FN